Entry 1:
Molecular formula: C10H17N4
Method: DFT, ωB97M-V with the def2-TZVPD basis set

CARTESIAN COORDINATES (ANGSTROEM)
C (-2.0058, -0.6927, 0.1442)
C (0.9801, -0.1587, 1.5365)
C (-0.8774, -1.0014, -0.5941)
C (0.3679, -0.5002, -0.5504)
C (-1.2713, -1.9608, -1.6697)
C (1.4750, -1.1010, -1.3559)
C (3.3828, 0.6681, 0.2986)
C (-4.9388, 0.5614, 1.6846)
C (-0.3460, 1.5203, 0.8272)
C (2.1126, 1.3853, 0.0340)
N (-3.0985, -0.4245, 0.5611)
N (0.9733, -0.8005, 2.4704)
N (-4.3192, -0.2131, 0.6736)
N (0.8291, 0.5715, 0.4342)
H (-1.0780, -2.9263, -1.2367)
H (-0.8407, -1.7005, -2.6785)
H (-2.2514, -1.9983, -1.6758)
H (1.8447, -2.0675, -0.8641)
H (2.1613, -0.4056, -1.6093)
H (1.0167, -1.4613, -2.2580)
H (4.1607, 0.6823, -0.4260)
H (3.9518, 1.0410, 1.2067)
H (3.2545, -0.3249, 0.4581)
H (-5.8868, 1.0199, 1.3264)
H (-5.2410, -0.0032, 2.4840)
H (-4.3460, 1.4172, 1.9250)
H (-1.2679, 0.9615, 0.7251)
H (-0.1430, 1.8527, 1.8524)
H (-0.3167, 2.4664, 0.2835)
H (1.9043, 1.6538, -1.0993)
H (2.2037, 2.2526, 0.5878)

E_tot: -16591.834 eV
F_max: 0.099 Eh/bohr
net charge: +1

Here are the Mulliken charges for atoms 1 to 8, given in e:
1. C 0.547
2. C 0.541
3. C 0.897
4. C 0.524
5. C -2.346
6. C -1.938
7. C -1.297
8. C -0.704

***

Entry 2:
Molecular formula: C2H4I2NOP
Method: DFT, ωB97M-V with the def2-TZVPD basis set

CARTESIAN COORDINATES (ANGSTROEM)
C (-1.0423, 0.0662, 0.5092)
C (-2.1446, 0.1370, -0.2198)
N (-0.6066, -0.5189, 1.6813)
O (-0.1338, 0.7896, -0.2560)
P (-1.2133, 1.0153, -1.5068)
I (3.4373, -0.2362, -0.9134)
I (-4.0783, -0.7173, 0.0306)
H (0.0182, -0.0344, 2.3980)
H (-1.0335, -1.3675, 2.0974)
H (2.0994, 0.1038, -1.5092)
H (-1.3952, 2.3410, -0.9503)

E_tot: -31164.501 eV
F_max: 0.054 Eh/bohr

Here are the Mulliken charges for atoms 1 to 8, given in e:
1. C 0.428
2. C -0.266
3. N -0.421
4. O -0.318
5. P 0.034
6. I -0.071
7. I 0.060
8. H 0.238

***

Entry 3:
Molecular formula: C5H5N
Method: DFT, ωB97M-V with the def2-TZVPD basis set

CARTESIAN COORDINATES (ANGSTROEM)
C (-1.4991, -0.6886, 0.5665)
C (-0.6050, 0.1233, -0.3701)
C (0.7986, -0.2624, -0.4046)
C (1.9884, -0.1870, -0.1830)
C (2.8370, 0.6864, 0.4818)
N (3.3112, 1.5526, 1.0905)
H (-0.9343, -1.0434, 1.4325)
H (-1.9359, -1.5519, 0.0633)
H (-2.3072, -0.0468, 0.9281)
H (-0.4893, 1.1345, 0.0468)
H (-1.0265, 0.2439, -1.3705)

E_tot: -6753.110 eV
F_max: 0.021 Eh/bohr

Here are the Mulliken charges for atoms 1 to 8, given in e:
1. C -0.985
2. C -0.187
3. C -0.300
4. C -0.039
5. C 0.436
6. N -0.370
7. H 0.337
8. H 0.298

***

Entry 4:
Molecular formula: C21H54LiN3O13P
Method: DFT, ωB97M-V with the def2-TZVPD basis set

CARTESIAN COORDINATES (ANGSTROEM)
C (1.2204, 5.0434, 1.4154)
N (2.3374, 4.6684, 2.4454)
C (3.6404, 5.0834, 1.9864)
C (1.9794, 5.4204, 3.6784)
C (2.5214, 3.1604, 2.6534)
C (1.3964, 2.4694, 3.4144)
O (1.6894, 1.0544, 3.5404)
H (1.1694, 6.0944, 1.2954)
H (0.3944, 4.4674, 1.6944)
H (1.3704, 4.4704, 0.3504)
H (3.7364, 6.2324, 1.8394)
H (4.2794, 4.7794, 1.2434)
H (4.5164, 5.1964, 2.6174)
H (2.2934, 4.8464, 4.5784)
H (0.8164, 5.6764, 3.9214)
H (2.4994, 6.3534, 3.6604)
H (3.4814, 3.0454, 3.3094)
H (2.8274, 2.7034, 1.7184)
H (0.3184, 2.6114, 2.9554)
H (1.3014, 2.8724, 4.3594)
H (1.3304, 0.6714, 2.7094)
C (-3.5326, -1.7456, -0.2186)
N (-4.0146, -0.4306, -0.5106)
C (-3.3086, -0.0586, -1.8746)
C (-5.3956, -0.2836, -0.8616)
C (-3.6706, 0.5814, 0.5554)
C (-3.5706, 2.0984, 0.2254)
O (-3.0136, 2.7364, 1.3594)
H (-2.5116, -1.8476, -0.1776)
H (-3.7356, -2.4456, -0.9966)
H (-3.9336, -2.2876, 0.7174)
H (-3.5486, -0.9086, -2.7056)
H (-2.2806, -0.1826, -1.8856)
H (-3.4406, 0.8844, -2.3226)
H (-5.8446, -1.1806, -1.4106)
H (-5.6206, 0.6324, -1.5536)
H (-6.2066, -0.0836, 0.0414)
H (-2.7256, 0.3644, 0.8854)
H (-4.1866, 0.5474, 1.5494)
H (-4.4746, 2.6824, -0.0126)
H (-2.8726, 2.3504, -0.5666)
H (-2.0746, 2.5604, 1.0214)
C (3.1544, 0.1334, -4.3386)
N (1.8554, -0.2006, -3.7446)
C (2.1594, -1.0116, -2.3926)
C (1.2124, 1.1604, -3.5906)
C (1.0744, -1.1066, -4.6976)
C (-0.2396, -1.6796, -4.1626)
O (-1.1416, -2.2676, -5.1506)
H (2.7934, 0.6934, -5.2996)
H (3.7524, -0.7586, -4.3496)
H (3.6514, 0.7694, -3.6036)
H (2.9354, -0.3566, -1.9076)
H (2.5384, -1.9106, -2.9466)
H (1.3764, -1.0766, -1.5726)
H (0.8754, 1.8384, -4.4336)
H (1.7724, 1.8694, -3.0386)
H (0.2904, 1.0384, -2.9116)
H (1.4484, -1.9746, -4.8536)
H (0.7454, -0.6336, -5.7316)
H (-0.6886, -0.8096, -3.8306)
H (-0.1836, -2.4196, -3.2736)
H (-1.8456, -2.8616, -4.7656)
Li (-0.0736, -1.0896, 0.8634)
P (0.5444, 1.3844, 0.1724)
O (-0.2126, 0.2204, -0.4406)
O (0.9954, 0.3454, 1.2894)
O (-0.4386, 2.3544, 0.7584)
O (1.6684, 1.8184, -0.7226)
C (-1.2516, -4.5016, -1.4386)
O (0.0434, -4.8936, -1.0386)
C (0.8994, -4.0636, -0.5876)
O (0.5784, -2.9916, -0.0846)
O (2.2344, -4.5066, -0.5676)
C (3.1864, -3.8626, 0.2174)
H (-1.2816, -3.7596, -2.3906)
H (-1.6606, -3.8086, -0.6956)
H (-1.8256, -5.2546, -1.6206)
H (3.0664, -2.7506, 0.0654)
H (4.0444, -4.2816, -0.1846)
H (2.9834, -4.0546, 1.2634)
C (1.7214, -2.3056, 3.3414)
O (0.7314, -3.3706, 3.2924)
C (-0.4616, -3.0806, 2.9764)
O (-0.8806, -2.0746, 2.4244)
O (-1.2196, -4.0956, 3.3554)
C (-2.6406, -3.8456, 3.3864)
H (1.2324, -1.4466, 2.8864)
H (2.6774, -2.5676, 3.0364)
H (1.8424, -1.7296, 4.2824)
H (-3.2646, -4.5646, 3.8114)
H (-3.0416, -3.7576, 2.4374)
H (-2.8856, -2.8046, 3.8594)

E_tot: -63220.542 eV
F_max: 0.163 Eh/bohr
net charge: +1

Here are the Mulliken charges for atoms 1 to 8, given in e:
1. C -0.992
2. N 0.493
3. C -1.204
4. C -0.877
5. C -0.620
6. C -0.419
7. O -0.656
8. H 0.497

***

Entry 5:
Molecular formula: CH4N2P2
Method: DFT, ωB97M-V with the def2-TZVPD basis set

CARTESIAN COORDINATES (ANGSTROEM)
C (0.9419, -1.3562, 0.1659)
N (0.0018, -2.1271, -0.2380)
N (1.1509, -0.2175, 0.9511)
P (-1.5000, -2.0310, 0.3150)
P (2.5263, -0.8642, -0.2084)
H (0.6129, 0.7236, -1.1914)
H (1.2330, -0.5296, 1.9025)
H (-1.3136, -1.5211, 1.6390)
H (0.1815, 1.3442, -1.1715)

E_tot: -22654.728 eV
F_max: 0.033 Eh/bohr

Here are the Mulliken charges for atoms 1 to 8, given in e:
1. C 0.353
2. N -0.321
3. N -0.413
4. P 0.058
5. P 0.083
6. H -0.247
7. H 0.248
8. H 0.014

***

Entry 6:
Molecular formula: C10H36N4O8
Method: DFT, ωB97M-V with the def2-TZVPD basis set

CARTESIAN COORDINATES (ANGSTROEM)
C (3.0242, -15.9375, -1.3377)
O (3.1841, -17.1650, -1.3348)
N (3.8901, -14.9988, -0.8843)
N (1.7964, -15.4261, -1.7239)
H (3.7570, -14.0315, -1.1822)
H (4.7965, -15.3393, -0.5357)
H (1.0387, -16.0613, -1.9724)
H (1.5476, -14.4758, -1.4176)
C (1.0621, -14.6742, 3.2380)
O (0.7589, -13.6402, 3.8471)
N (0.9819, -14.8097, 1.8708)
N (1.4019, -15.8526, 3.9720)
H (0.5122, -14.0560, 1.3874)
H (0.6575, -15.6736, 1.4394)
H (1.9397, -15.5562, 4.8135)
H (2.0303, -16.3370, 3.3482)
C (-1.0463, -19.6083, -1.5858)
O (-0.8033, -18.3199, -1.0678)
H (-1.9628, -19.5527, -2.1951)
H (-0.2530, -20.1210, -2.1511)
H (-1.3196, -20.2736, -0.8014)
H (0.0150, -18.4425, -0.5525)
C (-0.5414, -12.3615, -0.8638)
O (-0.2469, -13.7211, -0.5004)
H (0.2929, -11.7448, -0.4899)
H (-0.6057, -12.2661, -1.9220)
H (-1.4445, -12.0745, -0.4322)
H (-0.9944, -14.3187, -0.6924)
C (-2.7844, -16.0108, 0.6204)
O (-2.1270, -15.7319, -0.5955)
H (-3.2811, -15.0978, 0.9416)
H (-3.4246, -16.8716, 0.5911)
H (-2.0798, -16.2359, 1.3878)
H (-1.8817, -16.5533, -1.0207)
C (2.4691, -19.3048, 1.1727)
O (1.4064, -18.5409, 0.6000)
H (2.3990, -20.3884, 0.9871)
H (3.4040, -18.8897, 0.8340)
H (2.4078, -19.1899, 2.2781)
H (1.8299, -18.1464, -0.1524)
C (-2.4247, -22.2913, 2.3002)
C (-2.3826, -20.7951, 2.0662)
O (-3.5864, -20.1072, 2.5167)
H (-3.3134, -22.7024, 1.8065)
H (-2.3528, -22.6070, 3.3244)
H (-1.6032, -22.6138, 1.6479)
H (-2.2544, -20.6240, 1.0363)
H (-1.5595, -20.3665, 2.5549)
H (-3.4212, -19.8751, 3.4472)
C (-0.9209, -20.2034, 6.7876)
C (-2.3784, -19.9981, 6.4699)
O (-2.6369, -19.2164, 5.2939)
H (-0.3805, -20.6531, 5.9544)
H (-0.7355, -20.8331, 7.6953)
H (-0.5510, -19.2418, 6.9593)
H (-3.0111, -19.6028, 7.2915)
H (-2.8028, -21.0120, 6.2228)
H (-2.2754, -18.3602, 5.3255)

E_tot: -33294.076 eV
F_max: 0.052 Eh/bohr

Here are the Mulliken charges for atoms 1 to 8, given in e:
1. C 0.709
2. O -0.752
3. N -0.428
4. N -0.340
5. H 0.194
6. H 0.232
7. H 0.210
8. H 0.170

***

Entry 7:
Molecular formula: C16H11AgBrINO2S2
Method: DFT, ωB97M-V with the def2-TZVPD basis set

CARTESIAN COORDINATES (ANGSTROEM)
Ag (0.7373, -0.4127, -0.2119)
O (-1.1524, -2.7958, -3.3581)
C (-0.9186, -1.8693, -2.5726)
O (0.0230, -1.8807, -1.7188)
C (-1.8742, -0.6428, -2.6552)
C (-3.0687, -0.9417, -3.3270)
C (-4.0800, -0.0258, -3.5357)
C (-3.9017, 1.2721, -3.0702)
C (-2.7343, 1.5975, -2.4147)
C (-1.6897, 0.6786, -2.1762)
S (-0.2970, 1.4429, -1.3665)
H (-3.1551, -1.9561, -3.6906)
H (-4.9844, -0.3198, -4.0554)
H (-4.6652, 2.0292, -3.2134)
H (-2.5933, 2.6089, -2.0525)
S (4.1435, -1.5779, -3.3044)
C (5.0217, -0.8457, -2.0350)
C (4.1819, -0.5629, -1.0083)
N (2.8716, -0.9236, -1.2152)
C (2.7126, -1.4739, -2.3822)
H (6.0796, -0.6539, -2.1002)
H (4.4570, -0.0856, -0.0796)
H (1.7440, -1.8397, -2.7082)
Br (1.5822, -1.8121, 5.8338)
C (0.7992, -0.2793, 5.0556)
C (0.3758, 0.7264, 5.9183)
C (-0.2069, 1.8752, 5.4119)
C (-0.3672, 2.0260, 4.0421)
C (0.0559, 1.0274, 3.1812)
C (0.6451, -0.1341, 3.6859)
I (1.1965, -1.5445, 2.3017)
H (0.5057, 0.5965, 6.9837)
H (-0.5380, 2.6491, 6.0923)
H (-0.8276, 2.9170, 3.6360)
H (-0.0780, 1.1311, 2.1094)

E_tot: -126170.668 eV
F_max: 0.014 Eh/bohr
net charge: -1

Here are the Mulliken charges for atoms 1 to 8, given in e:
1. Ag 0.166
2. O -0.742
3. C 0.484
4. O -0.638
5. C 0.409
6. C -0.568
7. C -0.536
8. C -0.398

***

Entry 8:
Molecular formula: C31H63FNO12S6
Method: DFT, ωB97M-V with the def2-TZVPD basis set

CARTESIAN COORDINATES (ANGSTROEM)
C (5.1087, -2.5774, -3.3945)
C (4.0437, -1.9623, -2.3106)
C (3.9439, -0.3507, -2.6801)
C (2.4445, -0.3121, -3.3714)
N (1.7278, -1.2917, -2.4880)
C (0.2297, -1.3514, -2.4618)
C (-0.4645, -1.9324, -3.7976)
F (-0.2107, -2.1898, -1.3424)
C (2.5357, -2.5652, -2.6187)
H (5.1826, -3.7056, -3.1695)
H (6.1068, -2.0019, -3.2893)
H (4.6462, -2.3950, -4.4388)
H (4.4584, -2.1133, -1.2374)
H (3.9038, 0.2739, -1.6896)
H (4.7762, 0.0955, -3.3463)
H (2.0181, 0.7424, -3.5447)
H (2.6791, -0.8247, -4.3901)
H (2.0169, -0.9657, -1.5264)
H (-0.1501, -0.2719, -2.2231)
H (0.0125, -2.9194, -4.1676)
H (-0.5727, -1.1316, -4.6446)
H (-1.5660, -2.2037, -3.5056)
H (2.5749, -2.9635, -3.7172)
H (2.3147, -3.4407, -1.8824)
C (-0.3578, -5.0568, -0.1507)
C (-1.3185, -5.1277, 1.0370)
C (-1.6576, -6.6004, 1.2652)
S (-0.2493, -7.5364, 0.6758)
O (-0.6614, -8.3194, -0.4725)
O (0.4384, -8.1253, 1.8048)
C (0.6888, -6.1335, 0.0995)
H (0.0979, -4.0689, -0.2448)
H (-0.9007, -5.2695, -1.0787)
H (-0.8272, -4.7203, 1.9276)
H (-2.2221, -4.5372, 0.8623)
H (-1.8195, -6.8163, 2.3230)
H (-2.5316, -6.9043, 0.6854)
H (1.2491, -6.4028, -0.7944)
H (1.3736, -5.8382, 0.8990)
C (-1.9429, 2.6402, 0.9876)
C (-0.9692, 3.8134, 0.8708)
C (0.3824, 3.3426, 1.4098)
S (0.4411, 1.5763, 1.1395)
O (0.4573, 0.9143, 2.4246)
O (1.4150, 1.2830, 0.1030)
C (-1.1959, 1.4280, 0.4482)
H (-2.8657, 2.8224, 0.4327)
H (-2.2056, 2.4815, 2.0383)
H (-0.8672, 4.0988, -0.1823)
H (-1.3264, 4.6919, 1.4151)
H (1.2127, 3.8173, 0.8837)
H (0.4698, 3.5236, 2.4834)
H (-1.6428, 0.4794, 0.7481)
H (-1.1046, 1.4742, -0.6405)
C (-4.6891, 6.3982, 4.7679)
C (-3.2257, 6.6062, 5.1597)
C (-2.3697, 5.8101, 4.1745)
S (-3.3064, 5.7256, 2.6533)
O (-3.6685, 4.3456, 2.4116)
O (-2.6585, 6.5424, 1.6494)
C (-4.7439, 6.5892, 3.2582)
H (-5.3507, 7.0973, 5.2848)
H (-5.0005, 5.3807, 5.0292)
H (-2.9769, 7.6706, 5.0875)
H (-3.0346, 6.2942, 6.1897)
H (-1.4133, 6.3009, 3.9844)
H (-2.2011, 4.7893, 4.5252)
H (-5.6456, 6.1757, 2.8053)
H (-4.6377, 7.6428, 2.9909)
C (2.2787, -10.7391, -3.8530)
C (1.6289, -9.9494, -4.9901)
C (0.6220, -8.9849, -4.3622)
S (1.2281, -8.6309, -2.7171)
O (0.2910, -9.1694, -1.7546)
O (1.6894, -7.2563, -2.6643)
C (2.6461, -9.7103, -2.7927)
H (3.1557, -11.2943, -4.1943)
H (1.5601, -11.4582, -3.4450)
H (2.3983, -9.3821, -5.5256)
H (1.1440, -10.6087, -5.7147)
H (0.5480, -8.0550, -4.9297)
H (-0.3651, -9.4424, -4.2674)
H (2.8320, -10.1507, -1.8127)
H (3.5061, -9.1120, -3.1061)
C (-4.8110, 7.4878, -2.4158)
C (-4.7607, 9.0162, -2.4316)
C (-5.4722, 9.5117, -1.1722)
S (-5.2829, 8.2201, 0.0499)
O (-6.5873, 7.6697, 0.3444)
O (-4.3835, 8.6750, 1.0869)
C (-4.4122, 7.0761, -1.0052)
H (-4.1448, 7.0522, -3.1645)
H (-5.8305, 7.1494, -2.6315)
H (-3.7161, 9.3465, -2.4189)
H (-5.2231, 9.4267, -3.3330)
H (-5.0276, 10.4346, -0.7957)
H (-6.5403, 9.6576, -1.3474)
H (-4.6963, 6.0524, -0.7598)
H (-3.3413, 7.2194, -0.8413)
C (3.0481, 0.9895, 4.1227)
C (4.1686, 0.7729, 3.1050)
C (5.3646, 1.6141, 3.5529)
S (5.2370, 1.7574, 5.3312)
O (4.9955, 3.1429, 5.6647)
O (6.2938, 0.9871, 5.9480)
C (3.7031, 0.8618, 5.4912)
H (2.2398, 0.2664, 3.9956)
H (2.6270, 1.9934, 4.0005)
H (4.4479, -0.2866, 3.0905)
H (3.8535, 1.0428, 2.0931)
H (6.3116, 1.1366, 3.2951)
H (5.3274, 2.6200, 3.1290)
H (3.1041, 1.2892, 6.2957)
H (3.9464, -0.1799, 5.7154)

E_tot: -126945.191 eV
F_max: 0.146 Eh/bohr
net charge: +1

Here are the Mulliken charges for atoms 1 to 8, given in e:
1. C -1.144
2. C 0.234
3. C -0.731
4. C -0.368
5. N 0.261
6. C 0.541
7. C -1.103
8. F -0.230

***

Entry 9:
Molecular formula: C18H30N4O4PS3V
Method: DFT, ωB97M-V with the def2-TZVPD basis set

CARTESIAN COORDINATES (ANGSTROEM)
V (-0.0559, 0.1865, -1.3738)
C (-1.4163, -5.4310, -0.7242)
C (-2.3379, -4.3987, -0.0887)
N (-2.6527, -3.3096, -0.9961)
C (-1.7395, -2.3200, -1.2714)
S (-2.3715, -0.7360, -1.4831)
N (-0.4823, -2.6333, -1.3882)
N (0.3696, -1.6189, -1.5678)
C (1.6376, -1.9343, -1.7842)
C (2.1023, -3.3472, -1.9772)
C (2.5288, -0.8403, -1.7257)
C (3.9293, -0.9461, -1.8365)
C (4.7044, 0.1827, -1.7130)
C (4.0660, 1.4065, -1.5000)
C (2.6858, 1.4380, -1.4100)
N (1.9176, 0.3595, -1.4901)
H (-1.2445, -6.2542, -0.0324)
H (-0.4726, -4.9534, -0.9622)
H (-1.8503, -5.8188, -1.6411)
H (-1.8573, -4.0182, 0.8215)
H (-3.2834, -4.8686, 0.1961)
H (-3.5719, -2.9079, -0.8708)
H (1.2443, -3.9855, -2.1704)
H (2.6162, -3.6981, -1.0821)
H (2.7863, -3.4011, -2.8225)
H (4.3825, -1.9090, -2.0224)
H (5.7821, 0.1269, -1.7935)
H (4.6368, 2.3188, -1.4165)
H (2.1774, 2.3834, -1.2672)
C (1.6316, 1.0027, 3.8376)
C (1.6794, 2.3772, 3.1881)
C (0.9799, 3.4236, 4.0499)
O (1.1658, 2.3764, 1.8641)
P (-0.1479, 1.6989, 1.2122)
S (-0.2610, 2.6274, -0.5311)
S (-0.1016, -0.2911, 1.3314)
O (-1.2512, 2.3261, 2.2401)
C (-2.6506, 2.0792, 2.2202)
C (-2.9513, 0.8332, 3.0458)
C (-3.2107, 1.9500, 0.8144)
H (2.1481, 1.0241, 4.7961)
H (2.1058, 0.2690, 3.1899)
H (0.5966, 0.7037, 3.9894)
H (2.7272, 2.6886, 3.0530)
H (-0.0695, 3.1752, 4.1716)
H (1.0483, 4.3986, 3.5757)
H (1.4565, 3.4677, 5.0270)
H (-3.0780, 2.9714, 2.7102)
H (-2.5083, -0.0318, 2.5562)
H (-4.0221, 0.6765, 3.1411)
H (-2.5219, 0.9357, 4.0401)
H (-2.7943, 1.0637, 0.3304)
H (-2.9470, 2.8209, 0.2184)
H (-4.2940, 1.8530, 0.8471)
C (-1.4356, 2.6687, -4.0718)
O (-1.2462, 1.6582, -3.0924)
C (-0.2295, 0.7676, -3.2141)
O (0.4155, 0.6392, -4.2337)
H (-2.4962, 2.6932, -4.3263)
H (-0.8255, 2.4532, -4.9525)
H (-1.1430, 3.6276, -3.6345)

E_tot: -100790.651 eV
2S+1: 4
F_max: 0.065 Eh/bohr
⟨S²⟩: 3.78
net charge: -1

Here are the Mulliken charges for atoms 1 to 8, given in e:
1. V 0.020
2. C -0.860
3. C -0.319
4. N -0.250
5. C 0.169
6. S -0.641
7. N -1.061
8. N 0.905